1.
44
Properties=species:S:1:pos:R:3:forces:R:3 method="wB97M-V/def2-TZVPD" total_charge=+2 homo_lumo_gap_ev=11.2 fmax_ev_per_a=6.25 spin_multiplicity=1
C -0.880066 -1.150529 -4.292055 4.75 -1.41 -3.82
C 0.174023 -0.760552 -3.247258 0.72 0.58 -1.48
C -0.024813 0.631833 -2.722790 -1.77 1.22 2.35
C -0.057858 0.803304 -1.178263 2.95 2.34 -1.19
C 0.885075 1.932728 -0.687473 -0.81 1.70 2.44
C 2.298932 1.528961 -0.494167 1.26 -0.34 -0.01
N 2.580612 1.042549 0.944224 -5.41 0.86 0.96
N 0.161844 -1.883664 -2.180691 1.66 -0.61 -1.74
H -1.854810 -1.405768 -4.146262 -2.47 -1.37 1.88
H -0.254340 -1.919847 -4.910959 -1.80 0.05 1.24
H -1.085003 -0.607151 -5.225447 0.87 1.62 0.71
H 1.232847 -0.769264 -3.745252 -2.01 -0.46 0.94
H 0.672505 1.362223 -3.093041 0.44 -0.13 -0.62
H -1.036912 1.070427 -2.902595 0.76 -0.82 -1.01
H 0.165336 -0.050973 -0.620636 -0.03 -1.32 0.96
H -0.918064 1.280378 -0.912851 -3.09 0.04 0.78
H 0.914193 2.896188 -1.237413 -0.55 -0.88 -0.40
H 0.493810 2.335760 0.347344 0.53 -0.86 -1.69
H 2.456294 0.682607 -1.206402 0.62 0.50 0.76
H 3.014411 2.367424 -0.723353 -0.53 -1.05 0.49
H 2.333247 1.752016 1.812442 0.79 -0.01 -1.63
H 3.478982 0.765518 1.027671 3.81 -1.29 0.46
H 1.935448 0.253130 1.279467 1.22 0.91 -1.31
H 1.115786 -2.165673 -1.811697 -1.61 0.52 -0.56
H -0.498644 -1.782631 -1.440628 -1.03 0.82 1.55
H -0.286771 -2.673669 -2.655437 0.64 -0.32 -0.20
H 0.093327 -1.424906 4.417693 0.90 -0.39 1.29
H -1.047517 -1.796886 3.512670 1.34 1.61 0.10
O -0.300653 -1.117408 3.621069 -1.95 -2.05 -1.24
H -2.034471 -2.308462 0.236532 0.20 -0.54 1.38
H -2.909537 -1.387851 -0.550794 0.40 -0.36 0.06
O -2.188708 -2.040771 -0.647321 -0.30 0.82 -1.54
H -0.393608 0.559216 3.635959 0.20 -1.46 0.32
H -1.235684 1.719654 3.894609 -2.83 1.89 2.79
O -0.663325 1.389934 3.288552 2.56 0.40 -3.36
H -3.767432 -0.217560 1.920727 0.03 0.08 1.67
H -4.485797 0.101450 0.667538 0.15 -0.13 -0.11
O -3.683584 -0.330437 0.996815 -0.34 0.18 -1.57
H 2.025028 3.444385 3.427673 0.14 -0.74 -0.49
H 0.949569 2.343130 3.091489 0.26 0.07 0.26
O 1.912974 2.560284 3.015366 -0.79 0.41 0.30
H 0.403807 -1.572671 1.487161 -0.98 1.34 2.98
H 1.245895 -2.681285 0.948729 0.23 -0.42 0.23
O 0.636941 -1.986046 0.708316 0.84 -0.98 -2.91


2.
104
Properties=species:S:1:pos:R:3:forces:R:3 method="wB97M-V/def2-TZVPD" e_above_lowest_kcal_mol=0.0 total_charge=+2 homo_lumo_gap_ev=6.3 fmax_ev_per_a=0.46 spin_multiplicity=1
Tl 0.711678 0.434537 -0.944355 -0.07 -0.42 -0.13
Se -1.073756 -3.258438 4.774870 -0.04 -0.06 -0.02
P -0.332798 -1.299846 4.752265 0.04 0.13 -0.05
C 1.085950 -1.054136 5.835805 0.05 0.03 -0.01
C 2.333739 -1.525960 5.433472 -0.01 -0.05 0.00
C 3.414845 -1.444793 6.292101 -0.01 0.01 0.00
C 3.253789 -0.895433 7.558397 0.00 0.01 0.00
C 2.012363 -0.431379 7.963046 0.03 0.02 0.00
C 0.926096 -0.507210 7.102952 -0.05 -0.06 0.02
C -1.551717 -0.026763 5.166665 -0.08 -0.06 0.05
C -2.865070 -0.407632 5.418754 0.00 -0.01 -0.02
C -3.811290 0.550525 5.755854 -0.01 -0.01 -0.01
C -3.446135 1.884080 5.844277 0.02 0.02 0.01
C -2.131649 2.266267 5.599921 -0.05 0.00 -0.01
C -1.183623 1.316985 5.261594 0.07 -0.01 -0.02
C 0.328137 -0.708399 3.147123 -0.02 0.00 0.04
C 0.260401 -1.086509 1.812117 0.09 -0.21 -0.12
N 1.011913 -0.173779 1.146020 -0.08 0.26 0.19
N 1.461697 0.740439 2.004691 0.00 -0.03 -0.10
N 1.071667 0.429739 3.196124 0.02 -0.07 0.13
P -0.373120 -2.463441 0.837606 0.06 0.00 0.18
Se -0.683824 -1.740639 -1.232535 -0.12 -0.14 -0.04
C -1.973934 -2.963864 1.422015 -0.04 0.01 -0.01
C -2.883644 -1.982478 1.815341 0.05 0.03 0.04
C -4.129454 -2.360437 2.276696 -0.01 -0.01 0.01
C -4.466271 -3.708032 2.334430 -0.01 0.00 -0.01
C -3.566959 -4.679706 1.920993 0.01 0.01 0.01
C -2.313010 -4.311953 1.459188 0.02 0.00 0.02
C 0.803311 -3.818451 0.850352 0.03 0.05 0.05
C 1.360154 -4.314482 -0.325268 -0.03 -0.01 -0.05
C 2.271206 -5.357453 -0.264851 0.01 -0.01 -0.01
C 2.630244 -5.897036 0.961433 0.00 0.00 0.01
C 2.076286 -5.399638 2.133942 0.00 -0.01 -0.01
C 1.163069 -4.360681 2.086539 0.00 0.00 0.00
H 2.459303 -1.966964 4.450420 0.00 0.00 0.00
H 4.382607 -1.813739 5.980143 0.01 0.00 -0.01
H 4.099062 -0.832300 8.230332 0.00 -0.01 0.01
H 1.885423 -0.011100 8.951073 0.00 0.01 0.01
H -0.043464 -0.153721 7.429321 -0.01 0.02 -0.01
H -3.134914 -1.454997 5.360546 0.00 0.00 0.01
H -4.829569 0.250215 5.962454 -0.02 0.00 0.01
H -4.181541 2.628593 6.118219 -0.01 0.01 0.00
H -1.844573 3.305455 5.683886 0.01 0.02 0.00
H -0.159259 1.615296 5.079911 0.01 -0.01 0.00
H -2.606455 -0.934117 1.797232 -0.01 0.00 -0.01
H -4.832110 -1.609624 2.611968 0.00 0.01 -0.01
H -5.436724 -4.002053 2.710916 -0.01 0.00 0.00
H -3.834895 -5.725649 1.972936 0.00 -0.01 0.00
H -1.597928 -5.069371 1.165293 0.01 -0.01 -0.01
H 1.077259 -3.900212 -1.283506 0.00 0.01 0.01
H 2.695356 -5.753073 -1.177566 0.01 0.00 -0.01
H 3.340326 -6.711718 1.004247 0.01 -0.01 0.00
H 2.347629 -5.824755 3.090556 0.01 0.00 0.01
H 0.715480 -3.992147 3.003271 0.02 0.02 0.00
O 1.214799 -0.002167 -3.474570 0.12 0.11 -0.01
C 2.596481 0.076707 -3.809201 -0.06 -0.04 0.02
C 3.481728 0.285583 -2.601618 0.09 0.06 -0.03
C 4.855140 0.293251 -2.795424 -0.01 0.01 0.03
C 5.693253 0.526578 -1.721863 -0.03 0.01 0.00
C 5.134475 0.755461 -0.472172 -0.01 0.03 0.03
C 3.764014 0.733511 -0.344987 -0.03 -0.02 0.05
N 2.951034 0.495627 -1.393337 0.19 0.02 -0.17
H 0.882042 -0.889113 -3.652382 -0.06 -0.06 -0.01
H 2.731555 0.921811 -4.489362 0.00 -0.01 0.02
H 2.913177 -0.827456 -4.331194 0.01 0.02 0.00
H 5.253927 0.117764 -3.785801 0.00 -0.01 -0.02
H 6.766313 0.533235 -1.856156 0.01 0.00 0.00
H 5.746439 0.949438 0.396492 0.00 0.00 0.00
H 3.281258 0.904397 0.610179 0.03 0.01 -0.01
S -0.501127 2.502912 -1.248822 -0.06 0.43 -0.14
Sb -0.873460 2.531950 -3.576375 -0.01 0.07 0.21
C -2.168820 4.147021 -3.752297 -0.04 0.07 -0.03
C -3.377089 4.139954 -3.059846 -0.03 -0.04 -0.04
C -4.219816 5.234029 -3.163274 0.00 -0.02 0.00
C -3.854321 6.320722 -3.947131 -0.01 0.03 0.00
C -2.647838 6.323941 -4.630575 0.00 -0.01 -0.01
C -1.793999 5.234685 -4.533686 0.02 -0.01 -0.05
C 0.910222 3.013686 -4.550845 0.09 -0.03 0.02
C 1.148930 2.690791 -5.884361 -0.06 0.07 -0.03
C 2.345486 3.069574 -6.475822 0.02 0.00 0.02
C 3.298741 3.759491 -5.737390 0.01 0.00 -0.02
C 3.056857 4.082119 -4.409841 0.00 0.01 0.03
C 1.859458 3.713686 -3.810627 0.04 -0.06 0.03
C -1.790890 0.730032 -4.094610 -0.02 -0.10 0.04
C -1.542021 0.071686 -5.296598 -0.03 0.05 -0.02
C -2.230842 -1.095059 -5.587606 0.02 -0.01 0.00
C -3.157420 -1.600650 -4.684809 -0.04 -0.03 0.01
C -3.396905 -0.946998 -3.486403 -0.02 -0.03 -0.02
C -2.710821 0.220149 -3.183248 -0.03 0.05 -0.03
H -3.670815 3.294444 -2.449336 0.01 -0.01 0.02
H -5.163284 5.238406 -2.635554 -0.01 0.00 0.02
H -4.516830 7.171861 -4.024533 -0.01 0.01 0.00
H -2.370596 7.172067 -5.240861 0.01 0.01 0.00
H -0.852768 5.239873 -5.070753 0.01 0.01 0.01
H 0.410207 2.173295 -6.479845 -0.04 -0.02 -0.03
H 2.528149 2.836084 -7.516001 0.00 -0.01 0.00
H 4.227386 4.059055 -6.204473 0.00 0.00 0.00
H 3.792976 4.634510 -3.841161 0.00 0.00 0.00
H 1.675136 3.971965 -2.773918 -0.01 0.00 0.00
H -0.828577 0.454331 -6.012706 0.03 0.02 -0.01
H -2.049886 -1.606341 -6.522923 0.01 -0.01 -0.02
H -3.694366 -2.509534 -4.919422 -0.01 -0.01 0.00
H -4.112746 -1.345538 -2.780488 -0.01 -0.01 0.01
H -2.885293 0.709144 -2.231675 -0.01 0.03 -0.01


3.
19
Properties=species:S:1:pos:R:3:forces:R:3 method="wB97M-V/def2-TZVPD" e_above_lowest_kcal_mol=22.0 homo_lumo_gap_ev=9.1 fmax_ev_per_a=1.92 spin_multiplicity=1
N -2.932128 -0.200031 -0.025951 -0.84 -1.57 -0.41
C -1.872455 -0.954306 0.697085 0.14 1.29 -0.49
C -0.533579 -0.771691 -0.055436 -0.87 0.79 1.53
N 0.059518 0.513352 0.217915 1.78 -0.30 0.26
C 1.476634 0.646165 0.485849 -0.34 -0.72 -0.19
C 2.296587 1.144901 -0.693040 0.15 0.87 0.61
S 2.112972 0.139828 -2.186008 0.06 0.68 -0.27
H -3.727997 -0.834344 -0.141973 0.28 0.34 -0.30
H -3.337388 0.569514 0.481671 0.37 0.18 0.45
H -1.909411 -0.575675 1.721970 0.87 -0.20 0.08
H -1.989669 -2.028485 0.748215 -0.88 -0.26 -0.19
H 0.122732 -1.543295 0.358464 0.27 0.03 -0.48
H -0.748267 -0.895929 -1.118421 0.15 -0.39 -0.03
H -0.447078 1.341443 0.398005 -0.96 0.27 -0.03
H 1.681520 1.266139 1.359965 -0.16 0.39 0.00
H 1.889621 -0.325581 0.777353 -0.15 -0.16 -0.06
H 3.306165 1.368676 -0.320018 0.21 -0.67 -0.52
H 1.960676 2.156237 -0.951140 -0.32 -0.27 -0.34
H 2.591545 -1.016919 -1.754506 0.24 -0.29 0.38


4.
33
Properties=species:S:1:pos:R:3:forces:R:3 method="wB97M-V/def2-TZVPD" e_above_lowest_kcal_mol=6.8 homo_lumo_gap_ev=6.6 fmax_ev_per_a=2.69 spin_multiplicity=1
Pt 1.302214 0.941522 0.287442 0.18 0.06 -0.10
Cl 0.830184 0.731302 -3.704260 0.18 0.13 -0.10
C 2.223200 1.729608 -3.279525 -0.67 -0.47 -0.24
Cl 2.489275 1.856740 -1.522028 0.92 0.66 -0.05
H 2.061253 2.736037 -3.644817 -0.01 0.03 0.07
H 3.117513 1.286067 -3.699011 0.03 -0.02 0.07
N 1.880129 1.232147 3.645630 0.00 0.01 -0.06
C 0.821354 0.485118 3.221713 -0.44 -0.33 -0.30
N -0.020425 -0.151754 4.013175 0.25 0.16 0.28
N -0.893361 -0.755759 3.195416 -0.02 -0.01 -0.20
N -0.621351 -0.515655 1.967598 -0.14 -0.10 0.00
N 0.477488 0.280020 1.937685 0.09 0.06 0.58
C 2.734564 1.871944 2.790643 0.34 0.26 -0.46
N 3.769123 2.605343 3.154722 -0.23 -0.19 0.41
N 4.317989 3.033019 2.010824 0.00 0.01 -0.29
N 3.668841 2.596591 0.995553 0.07 0.04 -0.02
N 2.640722 1.842974 1.453189 -0.07 -0.05 0.41
H 2.039307 1.317751 4.634474 0.00 0.00 0.02
N -3.632968 -3.607499 -1.633457 0.69 0.12 0.40
C -3.703716 -2.270058 -1.485055 -2.64 -0.14 -0.48
S -5.208332 -1.542615 -1.655386 1.05 -0.22 0.11
C -2.490440 -1.509972 -1.229329 1.67 0.73 0.33
C -1.233073 -2.116182 -1.098875 -0.77 -0.11 -0.17
C -0.119672 -1.354130 -0.852169 0.51 0.19 -0.11
N -0.155114 -0.021405 -0.743604 -0.94 -0.48 0.23
C -1.353964 0.575638 -0.859436 0.39 0.17 -0.13
C -2.511379 -0.115022 -1.100177 -0.45 -0.58 -0.13
H -4.510234 -4.097361 -1.680709 -0.04 -0.01 -0.06
H -2.837751 -4.120065 -1.285417 -0.08 -0.04 -0.11
H -1.120599 -3.188944 -1.163453 0.16 0.05 -0.04
H 0.854132 -1.810171 -0.740918 -0.02 -0.02 0.09
H -1.359688 1.651791 -0.760371 -0.01 -0.01 0.09
H -3.455222 0.402979 -1.170066 -0.01 0.06 -0.03


no.,E_HOMO (eV),total energy (eV),E_LUMO (eV)
1,-16.865,-21958.016,-5.65
2,-11.647,-231863.753,-5.36
3,-8.087,-18157.067,1.03
4,-8.350,-64995.234,-1.75